Density functional theory data (wB97M-V/def2-TZVPD) for a structure of composition C3H5NO2 at a distorted geometry.

- Total energy: -322.52206 Ha
- Kohn-Sham gap: 10.6197 eV
- HOMO: -9.925 eV
- Energy above the lowest of the compared OMol25 structures with the same formula, charge and spin: 32.8 kcal per mole

```
! wB97M-V def2-TZVPD RIJCOSX def2/J DEFGRID3
* xyz 0 1
C -0.08021 0.35929 0.36006
C -0.67154 -1.02072 0.07431
C -0.50522 0.65197 -1.04161
H 1.93374 0.21655 -0.13516
H 1.69802 0.41805 1.51518
H -0.64142 0.88435 1.12152
H 0.07022 -1.81415 0.00897
H -1.52426 -1.24673 0.64908
N 1.29621 0.60440 0.56494
O -1.12305 -0.58935 -1.25107
O -0.45248 1.53633 -1.86622
*
```

The molecule's Mulliken atomic charges, reported in e, are given here: atom 1 (C): 0.110, atom 2 (C): -0.452, atom 3 (C): 0.489, atom 4 (H): 0.215, atom 5 (H): 0.223, atom 6 (H): 0.324, atom 7 (H): 0.274, atom 8 (H): 0.266, atom 9 (N): -0.572, atom 10 (O): -0.330, atom 11 (O): -0.546